[1]
10
Properties=species:S:1:pos:R:3:nbo_charge:R:1 method="wB97M-V/def2-TZVPD" largest_force_ev_per_a=4.149 e_tot_ev=-10681.9674
C -0.949 -1.129 0.907 0.05
C 0.188 -0.043 -0.508 0.21
N -1.709 -1.869 1.354 -0.43
N -0.465 1.077 -0.852 -0.75
N 1.208 0.011 0.507 0.46
O 1.371 1.109 1.011 -0.37
O 1.867 -0.942 0.861 -0.32
H 0.258 -0.880 -1.281 0.28
H -0.926 0.869 -1.775 0.42
H -0.843 1.797 -0.223 0.45


[2]
10
Properties=species:S:1:pos:R:3:nbo_charge:R:1 method="wB97M-V/def2-TZVPD" largest_force_ev_per_a=7.628 smiles=OCc1nnon1 e_tot_ev=-10682.2336
O -1.886 -0.379 0.738 -0.71
C -1.679 0.299 -0.534 -0.12
C -0.119 0.217 -0.474 0.25
N 0.371 -0.932 -0.350 -0.27
N 1.639 -0.815 -0.024 0.16
O 1.751 0.395 0.437 -0.11
N 0.675 1.162 0.003 -0.11
H -2.915 0.048 1.143 0.47
H -2.008 1.415 -0.592 0.22
H -2.011 -0.586 -1.302 0.22